[1]
Computed, not measured: C22H47Cl8F9N3O8 as an isolated structure, with the ωB97M-V functional and the def2-TZVPD basis.

Atoms and positions in Å:
C 3.4241 4.7375 0.1749
N -0.4943 -3.1421 -1.9683
O -3.8936 -3.1414 -4.5575
C -2.9710 -4.0394 -4.7039
H 3.4958 4.6196 1.2540
C -1.9803 -2.8658 3.1644
H 1.9188 -2.9801 1.5523
Cl -0.9172 1.9066 -3.6309
O 1.5627 0.2435 1.0711
H -1.0728 4.0301 3.8495
H -2.4715 -1.5840 -4.4280
H -2.1101 -3.7285 6.1656
Cl 6.2863 1.5753 4.2232
H -1.3818 -0.7676 -2.6321
H 0.6610 0.5695 -2.5866
Cl -0.0862 5.5498 -0.3120
N 1.8292 -2.1865 2.1751
O -0.8190 -2.8243 2.8658
F -2.8693 -1.1391 1.8918
H 4.5978 1.6377 2.6091
H 2.4905 -2.2281 2.9493
O 0.2300 -0.6600 -1.5547
C -1.3468 -5.3822 4.9879
H -0.0551 1.3480 -1.3632
H 0.7784 0.5118 -4.3961
O -2.4496 -3.3331 4.2732
H -0.5709 -5.8018 5.6244
H 4.3474 5.0793 -0.2951
H -1.3448 1.5894 3.0487
C -1.1329 1.8763 4.0785
Cl 3.7981 3.3277 5.7976
H -0.0658 -1.6985 -3.2913
C 3.0595 3.4578 -0.5314
H 4.0089 0.9476 4.1192
C -0.4500 3.2218 4.2187
C -1.7568 3.4106 -0.7097
H 0.8544 -2.1957 2.5456
C 2.6384 3.0504 -2.8759
C 0.1303 0.4433 -3.5308
H -1.8356 2.3411 -0.9050
H -4.2117 -1.1532 -4.5360
C 4.5779 1.7602 3.6879
H -4.6878 -1.5956 -2.2868
N 2.4495 -0.4963 -1.2993
C -0.1801 0.4162 -0.7698
Cl 0.0132 3.4803 5.9072
C -1.5460 -3.9059 5.2492
H 0.2023 3.2390 0.2037
H -0.6205 -3.3404 5.3558
C 4.0467 3.1300 4.0594
C -3.0591 -2.4151 2.1525
C -3.5316 -5.4497 -4.9441
H -0.6598 -3.3444 -2.9604
H 3.0941 3.2496 3.5472
H 4.7749 3.8518 3.6995
F -2.5993 -6.3520 -4.9292
H -3.3772 -2.7260 -2.1619
Cl -1.5824 -1.0314 -4.9964
H -0.5532 1.0500 4.4838
H 0.1315 1.7503 0.7763
C 2.3522 3.7778 -4.1970
F 1.7524 2.9347 -5.0258
O -1.8112 -3.8958 -4.4151
H 3.8153 2.6722 -0.5313
H -1.2879 0.4471 -0.6779
H -0.2954 -2.0941 -1.7748
O 2.8268 1.8627 -2.8600
H -0.9780 -5.5452 3.9711
F 3.4894 4.2070 -4.7395
H 0.4390 3.1648 3.5864
C -0.3160 3.8095 -0.5663
F -4.2681 -2.5900 2.6141
C -3.4771 -1.8381 -4.1227
H 0.1833 3.4910 -1.4858
H 2.6993 -1.4730 -1.3386
H 1.8554 -1.2085 1.7203
O 2.7142 3.8830 -1.8826
H -0.3748 0.1654 1.4227
H 3.0708 0.1581 -1.7866
F -2.9048 -3.0966 1.0193
H 2.7240 5.5671 0.0916
H -2.3034 -5.8888 5.0885
C 0.2845 0.6608 0.6974
H 2.1671 2.9492 -0.1513
H 1.5093 -0.3651 -1.7485
Cl -2.7102 1.8671 4.9197
H 2.3103 -0.0971 -0.3223
H -3.0655 -0.9499 -2.1828
F -4.2175 -5.4925 -6.0895
C -0.6866 -0.8218 -3.4693
F 1.5698 4.8443 -4.0450
Cl -2.6751 3.6744 0.7882
F -4.4120 -5.7080 -3.9722
H -2.1927 3.8690 -1.5956
H 0.3501 -3.6241 -1.6505
H -1.1953 -3.4459 -1.2927
C -3.6595 -1.7649 -2.6013

Its spin multiplicity is 1. The relative energy (zero: lowest compared OMol25 entry of this formula, charge and spin) comes out at 6.133 eV. Its total charge is +1. As for the total energy: -6212.442069 a.u. The value obtained for the frontier orbital gap is 6.573 eV.

[2]
Computed, not measured: C22H47FN2Nb as an isolated structure, with the ωB97M-V functional and the def2-TZVPD basis.

Atoms and positions in Å:
H 1.6345 7.5575 -3.1194
C 0.8707 -4.2380 -1.6871
H 1.3494 -4.8276 1.2237
H -0.9490 -3.8645 0.6821
H 2.2562 -2.5820 -2.5170
C -4.6180 -6.8216 0.7614
H 2.2185 7.2242 1.0026
H 3.6581 2.7359 -0.4364
H 0.8427 5.3101 -3.4519
H 4.3960 6.3844 0.3330
H -6.3250 -5.1627 -0.8716
H 4.4476 8.0394 -2.2768
H 2.3867 1.5579 -1.0589
H -6.0269 -6.1697 2.2305
H -3.0242 -4.6926 -0.3072
H 0.9856 0.0180 0.6178
H -0.1140 -1.4742 2.5722
H 1.8617 2.7971 0.1820
H -8.3521 -4.9254 1.4157
H 0.8700 -2.8939 3.3427
H -3.1728 -3.0352 -0.8577
C 2.0650 -1.1682 2.3629
H 3.4448 4.9994 0.8375
H 2.3054 -4.1815 -3.4877
H -8.7146 -5.3837 -0.2532
H -4.4535 -5.4866 2.4349
C 1.9275 6.8210 -2.3616
C -3.7468 -3.9132 -0.5493
C 3.3441 -1.2712 3.2304
H 0.8617 -5.3786 -1.6413
H 4.6206 9.6586 -1.6080
C 2.2348 -3.7336 -2.4204
H 2.2782 9.3935 -1.8310
C -6.7029 -4.6583 0.0250
H 1.3916 5.9399 0.1968
C 2.7510 2.1194 -0.1176
H 5.1752 1.6537 1.6289
H -4.3362 -4.2348 -1.4121
N -5.6653 -4.5044 1.0379
H 4.8058 8.2685 -0.5540
H -5.0958 -2.5923 0.4488
H 3.4573 -2.0684 4.0323
H -3.5998 -6.5893 0.4477
H 3.6964 5.2948 -0.8784
C 0.8012 -2.1742 2.4598
C 3.0470 1.0176 0.9961
N 1.9862 7.4844 -1.0632
H 2.6094 9.2542 -0.1329
H 5.4460 -0.2922 3.5441
C -5.1939 -5.7341 1.6672
H -7.7260 -6.4459 0.7440
H -5.2266 -6.9937 -0.1294
H -3.9683 -3.3700 1.5144
Nb 0.7599 -3.2962 0.4283
C -4.6181 -3.5584 0.6527
H 0.0668 -1.8004 -0.3878
H -4.5725 -7.7677 1.3096
H 0.0153 -3.7701 -2.2827
C 1.9308 -0.0462 1.2636
C -7.9408 -5.3985 0.5201
C 4.4708 -0.2144 2.9353
H -7.0338 -3.6625 -0.2929
C 4.2362 8.6554 -1.4000
C 4.3380 0.8946 1.8447
F 3.4339 -4.1632 -1.7308
C 2.2411 6.6225 0.0878
H 1.1914 4.8489 -1.7894
C 3.5194 5.7859 0.0810
H -0.0857 6.0343 -2.1333
C 0.9085 5.6887 -2.4279
H 2.4745 -2.6877 0.1269
C 2.7426 8.7337 -1.0881
H 2.9064 6.4332 -2.6652

Its spin multiplicity is 1. The relative energy (zero: lowest compared OMol25 entry of this formula, charge and spin) comes out at 3.409 eV. Its total charge is -1. As for the total energy: -1132.364693 a.u. The value obtained for the frontier orbital gap is 6.605 eV.

[3]
Computed, not measured: C22H48BIInO17 as an isolated structure, with the ωB97M-V functional and the def2-TZVPD basis.

Atoms and positions in Å:
H -1.6278 -4.6526 7.3964
H 2.2367 -2.4523 5.4863
H 1.3093 1.8837 -4.8019
O -6.5708 3.0084 -4.1110
H -1.1461 4.1200 -0.4347
H 1.4863 -1.2803 -1.2872
C -2.9586 -5.3610 0.1672
B 5.5918 0.8348 -3.6239
H 3.6086 4.0042 1.9964
H 3.8679 -3.0619 5.1382
H -0.4994 -4.7376 1.7985
H 1.6494 -4.0932 10.8985
H 2.5523 -4.2045 5.4838
C -0.5520 4.1858 -2.9190
O -3.4134 -3.8129 -2.9017
O 0.0713 -3.4546 7.4633
H -3.0482 -4.5153 0.8475
C -5.8555 3.8280 -3.3334
H 3.1397 -1.7664 -1.2827
H 3.2902 4.8493 0.4762
C -1.2771 -3.6854 7.0412
H -0.8161 -2.9788 1.8077
H -3.3738 -2.6842 -4.5925
C -2.8419 -4.0186 -1.7202
H 1.4727 2.8219 0.2854
H -1.3638 5.8336 -0.2445
O 1.5996 3.1205 -3.1528
O 1.1830 -3.5320 1.9643
H 6.7969 -0.5917 -4.1246
H 2.4992 -3.3848 -3.1828
I 1.2823 -1.2161 -5.7003
H -1.9196 -5.6752 0.0936
H -1.9308 -2.8934 7.4013
H 0.9644 -2.5773 -3.2527
C 1.2875 -3.5235 3.2875
C -7.5629 2.2582 -3.4116
C 0.2451 -3.4287 8.7798
O 6.2751 0.0856 -4.5919
H -0.0920 -3.7415 0.3883
H 1.5618 2.9602 2.0088
H -2.9151 -1.8017 -3.1253
H -3.5230 4.8432 -2.6497
H 1.3454 -2.3365 10.9006
C 0.6920 5.2306 -0.1763
In 3.3159 0.6314 -3.2595
H -8.2881 2.9211 -2.9431
C -2.8243 -2.7456 -3.6581
H -0.5852 3.2687 -2.3481
C 2.8054 -3.2535 5.0192
O -5.9981 3.9685 -2.1465
H 6.4931 1.2854 -1.9761
H -4.6994 6.1569 -2.9284
H 0.7293 4.2055 -4.6865
H -1.7793 -2.9539 -3.8718
C 2.1456 -2.0993 -1.5479
C 2.0099 -2.4261 -3.0188
C 1.7042 3.5157 1.0912
O -4.9693 4.4563 -4.0996
H 1.8891 -2.9473 -0.9221
H 3.7245 3.1715 0.4692
H 0.8675 6.2930 -0.0458
C -0.1405 -3.7626 1.4713
O 0.8205 4.6211 1.0929
O -3.4771 -5.0313 -1.1195
H 1.3773 4.8145 -0.9050
O 1.5413 -3.2047 9.0223
C 2.6393 -1.4043 -4.0040
O 2.5603 -3.2960 3.6110
H 2.9463 -2.9632 10.4573
C 3.1642 3.9190 1.0135
H -1.2626 -3.6811 5.9558
O -0.6073 -3.5803 9.6170
H -1.3129 4.1358 -3.6948
O -1.9135 -3.4024 -1.2664
H -3.5556 -6.1870 0.5432
H 1.3184 5.1379 -3.3055
H 2.7276 2.8931 -4.8863
C 2.1232 2.2928 -4.2046
H -7.1036 1.6191 -2.6600
H -3.4485 5.8043 -4.1326
H -8.0615 1.6423 -4.1546
H 3.5087 -1.8772 -4.4294
O -0.7822 5.3262 -2.0998
O 6.3329 1.7237 -2.8308
C 1.8771 -3.1485 10.4083
O 0.3907 -3.6930 4.0768
C 0.8223 4.2186 -3.6049
C -0.7268 5.0860 -0.7045
C -4.1152 5.3667 -3.3962
H 3.0955 0.7763 -1.4878

Its spin multiplicity is 1. Its total charge is -1. As for the total energy: -2658.825071 a.u. The value obtained for the frontier orbital gap is 6.334 eV.

[4]
Computed, not measured: a 2-piece molecular cluster, C22H48BrN4O3P overall, with the ωB97M-V functional and the def2-TZVPD basis.

Atoms and positions in Å:
Br 1.7844 0.3323 4.7738
H -4.4449 4.1091 1.3978
N 1.5513 -2.2075 1.3792
C -6.5661 2.6601 -2.5288
C 3.6749 -2.5641 -0.0008
H -5.1997 1.0204 -2.7337
H -2.2963 0.6577 0.9644
H 3.9110 -1.0447 -1.3483
H -2.6309 1.8110 -3.8268
H 6.2525 -3.0174 -0.6361
C 4.2877 1.1851 3.8581
H 1.6824 -3.2253 -0.4749
H -1.8787 2.3350 -2.3104
H -2.9668 4.0167 -3.9656
C -2.7758 1.8944 -2.7493
H 5.7321 -4.4340 1.2091
H -7.4841 3.2804 -0.6636
H 3.6138 -4.3773 -1.1870
H -6.7679 3.6224 -3.0058
C 6.2434 -4.4963 -2.2178
N -4.1220 2.9760 -1.0170
H -4.6259 5.6514 -0.6037
H -0.4873 -0.5490 0.1669
C -6.5655 2.8021 -1.0097
C 5.6701 -3.8965 -0.9216
O -3.7583 1.9560 -0.3340
H 0.5859 -2.1948 1.0530
C -5.3781 3.6153 -0.4924
H 4.1961 2.1247 4.3977
C 4.2154 -3.4629 -1.1291
C -5.3259 3.5824 1.0290
H 3.6067 -1.2108 2.6893
H 5.6164 -4.2699 -3.0814
C 3.1359 -0.3321 2.2444
C -0.1950 0.3354 0.7462
H 5.0080 1.3391 3.0522
H -5.2089 2.0994 -4.1184
H 0.2002 1.0722 0.0461
N 0.5687 -4.2743 2.5785
H -7.3803 1.9993 -2.8296
H -6.3735 5.5069 -0.4137
H -0.2710 -4.0369 2.0552
C -5.5032 5.0830 -0.9146
H 4.9177 -5.6144 0.1737
H 7.2342 -4.1045 -2.4392
H -5.6444 5.2269 -1.9809
C -5.2476 2.0739 -3.0269
H 3.0392 -4.3860 2.9018
C 2.9387 0.7754 3.2801
H 1.5712 -0.7987 -0.8233
H -3.4421 4.9034 -2.5331
H 2.5156 0.5988 -0.2638
C 2.3060 -3.0886 0.4087
H 4.6727 0.4268 4.5372
H 2.4934 1.6353 2.7878
H -5.3047 2.5654 1.4116
C 2.3687 -0.4757 -0.1445
C 5.7527 -4.9106 0.2262
C -3.7582 4.1263 -3.2255
C -3.9909 2.7813 -2.5015
H 6.3091 -5.5816 -2.1532
P 1.4321 -2.8967 3.1502
H 6.6754 -5.4852 0.1761
H -1.4271 0.4562 2.5034
O 2.8844 -3.5443 3.3550
H 2.4169 -4.0726 0.8482
H 3.8903 0.0804 1.5726
C 1.9579 -0.7000 1.3104
H 4.3617 -2.6846 0.8436
H -1.3404 1.9723 1.5798
N 3.6304 -1.1522 -0.3841
H 0.2318 -4.7886 3.3924
H 4.0827 -2.9589 -2.0892
H -6.5318 1.8073 -0.5549
H -6.2138 4.0821 1.4167
H -2.9114 0.8972 -2.3379
H -4.6463 4.4783 -3.7489
O 0.8275 -0.0065 1.6992
C -1.3821 0.8887 1.5054

Its spin multiplicity is 2. The relative energy (zero: lowest compared OMol25 entry of this formula, charge and spin) comes out at 0.175 eV. Its total charge is +1. As for the total energy: -4226.920395 a.u. The value obtained for the frontier orbital gap (alpha / beta) is 7.428 / 8.671 eV.

[5]
Computed, not measured: C22H48F3IrN10O3S as an isolated structure, with the ωB97M-V functional and the def2-TZVPD basis.

Atoms and positions in Å:
H -2.8516 1.2461 -2.2935
O 0.4878 -0.1859 -1.5155
C -2.6535 1.1268 -1.2345
H -2.7407 4.4722 2.2526
H 2.2075 -1.5279 2.9580
C -1.5223 0.9718 2.3970
N 2.1533 -0.0322 0.7180
H 0.6656 3.0768 1.7498
H -1.9930 1.8685 2.7934
H -3.5243 -4.1638 -1.0655
N -3.3668 -2.3071 -0.0790
N -1.5478 -2.6848 -1.4392
Ir 0.2349 -0.2755 0.5372
C -0.2254 -3.3076 -1.4752
N 3.4679 -1.3887 -0.6824
N 0.3459 -0.5922 2.5881
N -1.2391 -1.6554 0.6618
H -5.1347 -1.2864 0.2945
H 3.9633 2.6623 0.7412
H -1.6734 4.3872 -1.2137
H -0.3414 3.9111 2.9653
C 1.7884 -0.5257 3.0302
H -2.0465 0.2363 -1.0950
C -0.4479 0.4499 3.3178
H -2.0559 5.4763 0.9702
C 5.5307 0.6770 -0.4696
H 2.1407 1.4349 2.2364
H 3.5397 -1.9844 -2.6773
H -2.3059 0.2258 2.3077
H 1.8368 -0.2090 4.0715
C -1.4591 -2.1672 2.0339
O 0.7643 2.1966 -1.8775
H 5.8315 -0.3557 -0.3255
H -1.7801 -1.7460 -3.2983
N -1.9661 2.3310 -0.7621
H -2.2765 -1.6707 2.5555
H -4.2383 -1.6722 1.7575
H 5.0286 -2.3099 -1.7495
C -0.1611 -1.9895 2.7805
H -1.3392 3.2462 -2.5281
H -0.2373 -2.2247 3.8435
H -3.6828 -0.3668 0.6627
H -0.2782 -4.1502 -2.1631
H 2.5395 2.2620 -0.2742
S 1.0805 0.9017 -2.4007
H -4.8250 -3.0123 -1.4546
N 4.0791 0.8240 -0.2984
C -1.9969 3.4751 -1.6923
O 2.4321 0.5850 -2.7359
C 4.2287 -1.5933 -1.9302
N -1.2719 3.5166 1.1051
C 0.1960 0.7010 -4.0096
C -4.1712 -3.3881 -0.6677
H -2.1151 -3.4825 -3.2956
F 0.3880 -0.5327 -4.4575
C -1.3826 2.3597 0.4183
C 3.2489 -0.1978 -0.1486
H 1.9234 -2.5505 0.2150
N -0.9785 1.1905 1.0423
H 4.0473 2.7695 -1.0234
H 0.3045 4.7959 1.5804
H 0.2420 1.2443 3.5957
H -4.7906 -3.8074 0.1241
C -2.3834 4.4668 1.2203
C -0.0978 3.8346 1.9021
H 3.5766 0.4193 2.2539
H -3.6051 1.0219 -0.7094
H 0.5914 -2.6427 2.3367
H 6.0142 1.2934 0.2884
H 4.6410 -0.6677 -2.3019
F -1.1151 0.9124 -3.8826
C 3.6213 2.2099 -0.1917
H -0.8652 0.0303 4.2346
H 3.0227 -3.4088 -0.8457
H 5.8459 1.0234 -1.4534
H 3.5798 -2.9310 0.7588
H 0.5470 -2.6241 -1.8222
C 2.9641 -2.6298 -0.0900
C 2.4994 0.4146 2.0898
H 0.0183 -3.7007 -0.4896
H -3.2868 -2.3598 -2.6085
F 0.7006 1.5851 -4.8399
H -1.7088 -3.2291 1.9986
C -2.0580 -2.1769 -0.3143
H -3.2007 4.1865 0.5651
H -3.0145 3.6063 -2.0569
C -4.1349 -1.3542 0.7193
C -2.2283 -2.5578 -2.7333

Its spin multiplicity is 2. The relative energy (zero: lowest compared OMol25 entry of this formula, charge and spin) comes out at 0.100 eV. Its total charge is +3. As for the total energy: -2441.543905 a.u. The value obtained for the frontier orbital gap (alpha / beta) is 7.214 / 7.050 eV.